Entry 1:
78
Properties=species:S:1:pos:R:3:lowdin_charge:R:1 method="wB97M-V/def2-TZVPD" total_charge=+1 gap_ev=7.9 fmax_ev_per_a=1.03 total_energy_ha=-8514.738303 e_lumo_ha=-0.1593
F 2.0878 0.0659 3.4305 -0.034
C 1.7509 0.1313 2.0881 -0.235
C 2.5720 -0.9160 1.3320 -0.305
S 1.6526 -2.2474 0.5443 1.152
C 0.0696 -2.3664 1.3619 -0.318
C -0.9308 -1.4062 0.7007 -0.136
C -1.9122 -0.8540 1.6769 -0.208
F -2.9934 -0.3237 1.0861 0.071
C -1.9095 -0.9121 3.0143 -0.299
F -0.8277 -0.8207 3.7726 0.133
F -2.9859 -1.0312 3.7521 0.178
N 2.4747 -3.6434 1.0228 -0.183
C 2.6015 -3.8128 2.2489 -0.842
S 2.7647 -3.9977 3.7585 0.950
H 0.6767 0.0227 1.9962 0.089
H 2.0264 1.1152 1.7228 0.014
H 3.0998 -0.4261 0.5173 0.004
H 3.3185 -1.3127 2.0129 0.079
H 0.1910 -2.2471 2.4331 0.088
H -0.2361 -3.3967 1.1977 0.118
H -1.5152 -1.9451 -0.0389 0.128
H -0.3968 -0.6004 0.1925 0.122
Cl 5.9444 -0.0898 1.3623 0.566
C 6.5620 -1.2625 0.1625 -0.631
C 6.5475 -0.6441 -1.2098 -0.626
Cl 4.8641 -0.4236 -1.7724 0.536
H 5.9436 -2.1565 0.1910 0.064
H 7.5721 -1.5275 0.4671 0.078
H 7.0406 -1.2938 -1.9300 0.079
H 7.0439 0.3223 -1.2123 0.075
Cl 0.7248 3.5078 1.5360 0.570
C 2.3987 3.8225 2.0686 -0.640
C 3.3665 3.8521 0.9146 -0.605
Cl 3.5391 2.2419 0.1591 0.585
H 2.6656 3.0497 2.7859 0.065
H 2.4035 4.7848 2.5762 0.081
H 4.3501 4.1498 1.2725 0.082
H 3.0515 4.5426 0.1376 0.075
Cl -2.0637 -1.0498 9.1300 0.554
C -1.6366 -0.2887 7.5794 -0.680
C -0.2028 0.1750 7.5493 -0.679
Cl 0.0837 1.5449 8.6476 0.552
H -2.3228 0.5372 7.4113 0.069
H -1.7958 -1.0371 6.8040 0.058
H 0.0520 0.5130 6.5453 0.060
H 0.4769 -0.6257 7.8297 0.067
Cl -7.2156 0.3790 -0.4820 0.560
C -6.3208 0.7207 1.0205 -0.657
C -5.7979 2.1318 1.0656 -0.651
Cl -4.5051 2.4111 -0.1333 0.536
H -5.5160 -0.0034 1.0959 0.047
H -7.0141 0.5633 1.8448 0.077
H -5.3717 2.3323 2.0468 0.073
H -6.5869 2.8535 0.8735 0.070
Cl 1.0123 -3.5220 -3.1798 0.522
C 1.0220 -2.5180 -4.6569 -0.651
C 2.1355 -1.5101 -4.6389 -0.641
Cl 1.8842 -0.2830 -3.3601 0.526
H 0.0537 -2.0283 -4.7216 0.059
H 1.1332 -3.1867 -5.5076 0.083
H 2.1570 -0.9866 -5.5910 0.036
H 3.1072 -1.9644 -4.4624 0.067
Cl 0.1772 0.5572 -6.7756 0.561
C 0.1343 1.9967 -5.7112 -0.641
C -1.2356 2.6144 -5.6362 -0.672
Cl -1.7290 3.3543 -7.1791 0.550
H 0.8691 2.7012 -6.0915 0.072
H 0.4424 1.6669 -4.7218 0.023
H -1.2297 3.4044 -4.8869 0.075
H -1.9871 1.8778 -5.3669 0.010
Cl -3.5465 -1.2494 -2.5455 0.519
C -4.8107 -0.4133 -3.4948 -0.657
C -4.8846 -0.8756 -4.9250 -0.643
Cl -3.4684 -0.3923 -5.8976 0.564
H -4.6139 0.6532 -3.4279 0.068
H -5.7544 -0.6246 -2.9962 0.046
H -5.7554 -0.4235 -5.3959 0.078
H -4.9724 -1.9566 -4.9904 0.070

---

Entry 2:
72
Properties=species:S:1:pos:R:3:lowdin_charge:R:1 method="wB97M-V/def2-TZVPD" total_charge=0 gap_ev=6.7 fmax_ev_per_a=1.02 total_energy_ha=-3544.339397 e_lumo_ha=-0.0162
Pd 0.0300 -0.0738 -0.0891 0.522
I 4.7152 -1.3461 -2.0340 0.905
C 3.0164 -2.5524 -1.9090 -0.648
C 3.0202 -3.8362 -2.4839 -0.234
C 1.9177 -4.6402 -2.4107 -0.678
I 1.9955 -6.5174 -3.3381 0.881
C 0.7477 -4.1892 -1.7511 -0.210
C -0.4478 -4.9315 -1.5885 -0.048
C -1.5244 -4.3755 -0.9593 -0.047
C -1.4274 -3.0531 -0.4794 -0.126
N -0.3262 -2.3636 -0.5925 0.045
C 0.7525 -2.8877 -1.1994 -0.169
C 1.9130 -2.0168 -1.2456 -0.478
O 1.9384 -0.8339 -0.6940 -0.286
H 3.9114 -4.1848 -2.9892 0.075
H -0.4977 -5.9446 -1.9689 0.060
H -2.4433 -4.9357 -0.8252 0.104
H -2.2647 -2.5569 -0.0003 0.101
C -3.5455 0.0928 -4.0252 -0.052
C -3.9180 0.9105 -2.8052 -0.465
C -5.1795 1.7168 -3.0104 -0.046
O -2.8684 1.8756 -2.4775 -0.321
P -1.6234 1.5334 -1.5308 -0.135
S -2.2277 0.7822 0.2077 0.385
S -0.2574 0.4137 -2.4388 0.452
O -1.0310 2.9660 -1.2198 -0.328
C -0.9773 4.1614 -2.0598 -0.419
C -2.2972 4.9041 -1.9692 -0.044
C -0.5717 3.8506 -3.4892 -0.062
H -4.3561 -0.6034 -4.2536 0.088
H -2.6356 -0.4795 -3.8507 0.045
H -3.3846 0.7458 -4.8876 0.090
H -4.0467 0.2491 -1.9486 0.107
H -5.0610 2.3919 -3.8631 0.089
H -5.4028 2.3096 -2.1223 0.085
H -6.0179 1.0462 -3.2084 0.086
H -0.1988 4.7488 -1.5825 0.138
H -3.1011 4.2980 -2.3864 0.069
H -2.2276 5.8386 -2.5313 0.086
H -2.5378 5.1343 -0.9301 0.086
H -1.3418 3.2592 -3.9883 0.075
H 0.3661 3.2944 -3.5155 0.072
H -0.4408 4.7862 -4.0367 0.087
C 3.8898 -0.1313 2.0297 -0.097
N 2.6564 -0.8370 2.3347 -0.294
C 2.6861 -2.2751 2.0589 -0.073
P 1.2382 -0.2002 2.8166 0.531
O 0.0368 -0.6586 2.0141 -0.393
N 1.5433 1.4311 2.8656 -0.292
C 1.5955 2.1727 1.6018 -0.116
C 0.9032 2.2127 3.9254 -0.090
N 0.9784 -0.7187 4.3595 -0.312
C -0.3683 -0.8902 4.8969 -0.094
C 2.0406 -0.7128 5.3518 -0.099
H 4.7280 -0.6349 2.5205 0.087
H 3.8393 0.8911 2.3919 0.072
H 4.0725 -0.1264 0.9505 0.047
H 3.3755 -2.7797 2.7427 0.088
H 3.0116 -2.4604 1.0333 0.073
H 1.6916 -2.7028 2.1821 0.084
H 2.0430 1.5711 0.8222 0.062
H 2.2261 3.0553 1.7337 0.091
H 0.6112 2.5027 1.2800 0.067
H 0.8793 1.6538 4.8571 0.055
H -0.1213 2.5023 3.6664 0.093
H 1.4858 3.1195 4.0934 0.088
H -1.0886 -0.8930 4.0847 0.073
H -0.6260 -0.0850 5.5963 0.080
H -0.4355 -1.8423 5.4293 0.086
H 3.0007 -0.5404 4.8690 0.078
H 2.0803 -1.6765 5.8655 0.087
H 1.8837 0.0659 6.1077 0.080

---

Entry 3:
65
Properties=species:S:1:pos:R:3:lowdin_charge:R:1 method="wB97M-V/def2-TZVPD" total_charge=0 gap_ev=7.7 fmax_ev_per_a=1.32 total_energy_ha=-1382.495247 smiles="C#CC1=C(C)C(=O)C=CC1=O.COCCNCCOC.COCCNCCOC" e_lumo_ha=-0.0320
C -0.7519 -6.6937 -6.7371 0.145
C -1.5209 -6.1156 -6.0191 -0.062
C -2.5560 -5.2130 -5.5292 -0.129
C -2.2386 -3.9552 -5.2033 -0.128
C -0.8238 -3.4104 -5.2949 -0.016
C -3.3971 -3.0589 -4.7413 -0.320
O -3.2524 -2.2257 -3.8926 0.123
C -4.7184 -3.3125 -5.4707 0.017
C -5.0336 -4.5661 -5.7690 0.021
C -4.0082 -5.6313 -5.3689 -0.329
O -4.3271 -6.7041 -4.9429 0.130
H -0.1109 -7.1525 -7.4651 0.040
H -0.1798 -3.9773 -4.6019 0.087
H -0.4135 -3.5104 -6.3086 0.094
H -0.8192 -2.3709 -4.9375 0.083
H -5.3955 -2.5011 -5.7521 0.121
H -5.9504 -4.8631 -6.2788 0.122
C 1.9913 -2.9010 -2.5941 -0.109
O 0.6198 -2.5513 -2.5558 -0.216
C -0.1246 -3.2089 -1.5345 -0.205
C -0.4585 -2.2699 -0.3864 -0.207
N 0.7253 -1.9178 0.3906 -0.051
C 0.5570 -0.7744 1.2888 -0.193
C 0.0865 0.5639 0.7113 -0.215
O 1.0476 1.2240 -0.1019 -0.190
C 1.1587 0.7126 -1.4186 -0.092
H 2.3919 -2.5671 -3.5513 0.090
H 2.5560 -2.3973 -1.8034 0.072
H 2.1317 -3.9825 -2.5158 0.090
H 0.3829 -4.1112 -1.1799 0.124
H -1.0669 -3.5215 -1.9945 0.116
H -1.1869 -2.7541 0.2712 0.125
H -0.9351 -1.3861 -0.8254 0.102
H 1.4885 -1.7169 -0.2395 0.061
H 1.5313 -0.6039 1.7550 0.120
H -0.1287 -1.0671 2.0909 0.118
H -0.0802 1.2333 1.5600 0.104
H -0.8788 0.4928 0.1981 0.116
H 0.1947 0.4015 -1.8261 0.090
H 1.8766 -0.1102 -1.4481 0.068
H 1.5601 1.5061 -2.0513 0.090
C 0.5883 4.8224 7.3501 -0.113
O 1.2171 5.7263 6.4603 -0.191
C 2.5666 5.4009 6.1460 -0.213
C 2.6992 4.8423 4.7373 -0.214
N 2.1155 3.5107 4.6228 -0.051
C 1.8997 3.0456 3.2510 -0.191
C 1.0543 3.8977 2.2997 -0.221
O -0.3316 3.9252 2.6064 -0.183
C -0.6938 4.7883 3.6695 -0.096
H -0.3152 5.3017 7.7254 0.089
H 0.2898 3.9005 6.8407 0.071
H 1.2334 4.5822 8.1991 0.088
H 3.0044 4.7251 6.8869 0.121
H 3.1259 6.3395 6.1879 0.120
H 3.7598 4.7917 4.4710 0.123
H 2.2153 5.5583 4.0628 0.099
H 1.2294 3.4940 5.1071 0.061
H 1.4155 2.0685 3.3313 0.112
H 2.8775 2.8752 2.7891 0.120
H 1.1203 3.4285 1.3142 0.107
H 1.4477 4.9127 2.1715 0.113
H -0.1012 5.7054 3.6797 0.088
H -0.6177 4.2672 4.6267 0.068
H -1.7428 5.0583 3.5371 0.089

---

Entry 4:
60
Properties=species:S:1:pos:R:3:lowdin_spin:R:1 method="wB97M-V/def2-TZVPD" total_charge=+2 gap_ev="7.0 / 7.0" fmax_ev_per_a=4.23 s2=3.774 total_energy_ha=-1584.392446 spin_multiplicity=4 e_lumo_ha="-0.2524 / -0.2551"
P 0.8463 1.1838 -1.8274 0.032
P -1.8310 0.2044 1.5243 0.028
C 0.0512 -0.9546 -0.8255 0.205
C -1.1701 -0.8749 0.0457 0.037
H 0.9795 -1.0169 -0.1598 0.037
H 0.0217 -1.4778 -1.7661 0.011
H -2.0015 -0.9123 -0.7220 0.007
H -1.1122 -1.8012 0.6905 0.009
C -1.3201 0.3443 3.1872 0.012
H -2.1399 0.7101 3.8105 0.003
H -0.5090 1.0568 3.2819 0.001
H -0.9904 -0.6073 3.6194 0.000
C -3.4449 -0.7041 1.4587 0.001
H -3.4624 -1.5547 2.1889 0.000
H -3.6184 -1.1305 0.4466 0.001
H -4.3166 -0.0457 1.6606 0.000
C 2.4335 1.8644 -2.3517 0.024
H 2.2476 2.5531 -3.1771 0.003
H 3.1667 1.1346 -2.6955 0.001
H 2.9267 2.4383 -1.5745 0.002
C 0.3888 0.3807 -3.4481 0.003
H -0.6055 -0.0679 -3.4239 0.002
H 1.0643 -0.3747 -3.8727 0.000
H 0.3172 1.2514 -4.1203 0.001
Tc 0.4810 0.5810 0.2978 2.360
C 0.9670 -2.7420 1.0587 0.020
C 1.5079 -1.7447 1.8223 0.020
C 2.9741 -1.6153 2.1132 0.002
C 3.8801 -1.6131 0.8374 0.000
C 3.2225 -0.9767 -0.3416 0.022
C 2.5668 -1.7149 -1.2830 0.048
C 2.2107 -3.1798 -1.2079 0.009
C 1.7722 -3.6813 0.2000 0.005
C -0.2816 2.5429 -2.1703 0.000
H -0.0707 -3.0976 1.2040 0.002
H 0.8960 -1.1042 2.4800 0.003
H 3.3388 -2.4615 2.7174 0.000
H 3.1458 -0.6889 2.6853 0.001
H 4.7775 -1.0313 1.1011 0.000
H 4.1893 -2.6570 0.6434 0.000
H 3.4181 0.1089 -0.4765 0.006
H 2.2908 -1.2717 -2.2550 0.001
H 3.0592 -3.8281 -1.4933 0.003
H 1.3863 -3.3985 -1.9105 0.001
H 1.1365 -4.5716 0.0084 0.000
H 2.6650 -4.0611 0.7412 0.000
H -1.3086 2.2088 -2.2290 0.000
H -0.1350 3.1451 -3.0734 -0.001
H -0.0711 3.0891 -1.2715 0.004
C -4.1121 3.7111 0.8054 0.025
C -2.9207 3.9172 1.4845 -0.002
C -1.9299 2.9375 1.4918 0.025
C -2.0757 1.8221 0.6557 0.006
C -3.2596 1.7001 -0.1975 0.018
C -4.3108 2.5830 -0.0038 -0.002
H -4.9029 4.4401 0.8340 0.001
H -2.7361 4.8380 2.0440 0.000
H -1.0749 2.9776 2.1748 0.002
H -3.3740 0.8383 -0.8963 0.001
H -5.2435 2.3990 -0.5403 -0.001

---

Entry 5:
73
Properties=species:S:1:pos:R:3:lowdin_spin:R:1 method="wB97M-V/def2-TZVPD" total_charge=-1 gap_ev="8.2 / 6.3" fmax_ev_per_a=0.71 s2=0.754 total_energy_ha=-3987.782104 spin_multiplicity=2 e_lumo_ha="0.0946 / 0.0257"
Ag 0.5904 0.4551 -0.5669 0.549
C -3.2196 -2.0244 -0.8558 0.000
C -2.0147 -1.6262 -1.7036 0.000
C -1.8534 -2.5850 -2.8833 0.000
C -2.1786 -0.1971 -2.2153 -0.001
O -0.8792 -1.6480 -0.8480 0.000
Ge 0.7242 -2.5096 -1.0926 0.000
O 1.2797 -1.0012 -2.1538 0.067
C 2.3606 -1.0421 -3.0859 0.005
C 1.9570 -1.9873 -4.2191 0.004
C 3.6341 -1.5343 -2.4027 0.000
C 2.5713 0.3592 -3.6500 0.000
O 1.3967 -1.4669 0.3681 0.045
C 1.3369 -1.8589 1.7364 0.002
C 2.2592 -3.0598 1.9480 0.003
C 1.8405 -0.6742 2.5530 -0.001
C -0.0968 -2.2096 2.1252 0.000
H -4.1446 -1.9452 -1.4317 0.000
H -3.2773 -1.3667 0.0099 0.000
H -3.1108 -3.0559 -0.5134 0.000
H -2.7450 -2.5632 -3.5135 0.000
H -1.7074 -3.6086 -2.5324 0.000
H -0.9957 -2.2986 -3.4949 0.000
H -3.0552 -0.1070 -2.8620 0.000
H -1.2948 0.1088 -2.7787 0.000
H -2.3033 0.4769 -1.3650 0.000
H 1.7701 -2.9911 -3.8314 0.000
H 2.7451 -2.0493 -4.9723 0.001
H 1.0458 -1.6225 -4.6947 0.000
H 3.5200 -2.5630 -2.0538 0.000
H 3.8744 -0.9087 -1.5402 0.000
H 4.4724 -1.5017 -3.1013 0.000
H 1.6323 0.7723 -4.0144 0.000
H 3.2966 0.3334 -4.4653 0.000
H 2.9497 1.0474 -2.8945 0.000
H 3.2746 -2.8067 1.6390 0.000
H 1.9209 -3.9087 1.3520 0.000
H 2.2731 -3.3594 2.9973 0.001
H 2.8720 -0.4393 2.2807 0.000
H 1.8093 -0.9021 3.6198 0.000
H 1.2221 0.2119 2.3676 0.000
H -0.4394 -3.0858 1.5729 0.000
H -0.7736 -1.3933 1.8835 0.000
H -0.1575 -2.4312 3.1948 0.000
N 3.6737 1.6031 0.0662 -0.001
C 3.4870 3.0214 -0.2358 0.000
C 2.0468 3.4938 -0.4800 0.000
C 1.5103 3.0584 -1.8360 0.008
O 1.8037 3.7069 -2.8327 0.026
O 0.6706 2.0710 -1.8905 0.186
H 3.0942 1.3218 0.8560 0.000
H 3.4094 1.0130 -0.7214 0.000
H 4.0983 3.2700 -1.1068 0.000
H 3.8965 3.5867 0.6059 0.000
H 2.0443 4.5869 -0.5017 0.001
H 1.4009 3.1559 0.3311 -0.001
F -6.3156 1.7756 2.0803 0.000
C -5.2423 1.8429 2.8878 0.000
C -4.0342 2.1572 2.4066 0.000
N -2.9227 2.2525 3.2097 0.002
C -1.6283 2.5182 2.5995 0.006
C -1.2747 1.4924 1.5094 0.007
O -0.1175 1.7089 1.0189 0.096
O -2.0725 0.6199 1.2055 -0.002
C -2.9864 1.9696 4.5558 0.000
O -2.0389 2.0275 5.3104 0.000
N -4.2552 1.6602 5.0134 0.000
C -5.4421 1.5467 4.2954 0.000
O -6.4899 1.2793 4.8422 0.000
H -3.8800 2.3448 1.3562 0.000
H -0.8769 2.4980 3.3858 0.000
H -1.6258 3.5135 2.1508 0.000
H -4.3148 1.4719 6.0061 0.000

---

Entry 6:
90
Properties=species:S:1:pos:R:3:lowdin_charge:R:1 method="wB97M-V/def2-TZVPD" total_charge=-1 gap_ev=10.0 fmax_ev_per_a=5.80 total_energy_ha=-3888.119782 e_lumo_ha=0.0723
O -11.9723 9.4108 -16.3265 0.125
C -12.7057 10.3858 -16.2425 -0.357
O -13.9668 10.3575 -15.8515 0.200
B -14.4663 11.7325 -15.5363 -0.817
O -13.2956 12.5826 -15.9000 0.211
C -12.2599 11.8773 -16.3320 -0.304
O -11.0963 12.2401 -16.5707 0.098
O -14.8259 12.0180 -14.1193 0.200
C -16.1139 12.3584 -13.9797 -0.348
O -16.7174 12.6100 -12.9400 0.105
C -16.7757 12.2902 -15.3721 -0.387
O -15.7565 11.9827 -16.2349 0.192
O -17.9363 12.3877 -15.5846 0.156
Cl -14.8202 10.8022 -8.9531 0.534
C -15.7758 10.3266 -10.3897 -0.660
C -14.9508 9.8476 -11.5601 -0.645
Cl -14.4927 8.1278 -11.4081 0.566
H -16.4288 11.1248 -10.7426 0.055
H -16.4694 9.5612 -10.0418 0.063
H -14.1143 10.5196 -11.7517 0.080
H -15.5563 9.8378 -12.4665 0.036
C -17.9231 10.7239 -18.5771 0.033
N -18.1522 9.4181 -19.2035 -0.396
O -19.3051 8.9195 -19.2025 0.021
O -17.1801 8.7617 -19.6844 0.019
H -17.1372 11.1697 -19.1868 0.105
H -17.5530 10.6453 -17.5549 0.070
H -18.8644 11.2581 -18.7062 0.103
C -15.5475 7.6526 -14.7108 0.026
N -16.6369 8.4974 -15.1874 -0.406
O -17.2025 9.2458 -14.4391 0.084
O -16.8382 8.4554 -16.4374 0.044
H -16.0595 6.9409 -14.0632 0.102
H -14.8524 8.3307 -14.2159 0.070
H -15.1231 7.0855 -15.5394 0.109
C -19.8819 12.1582 -12.8967 0.062
N -19.9235 10.9363 -11.9861 -0.407
O -20.7131 10.0389 -12.1774 0.050
O -19.3197 10.9668 -10.8917 0.012
H -19.2150 12.8845 -12.4320 0.085
H -20.8960 12.5249 -13.0556 0.098
H -19.4559 11.7309 -13.8044 0.079
C -14.8840 14.4567 -11.1755 -0.051
O -14.5602 15.5568 -10.3900 0.002
C -14.6138 16.7770 -10.9310 -0.488
O -14.7995 17.0318 -12.1329 0.099
O -14.6069 17.6302 -9.8284 -0.010
C -14.8001 18.9583 -10.0989 -0.107
H -14.3188 14.4443 -12.1075 0.081
H -15.9455 14.5444 -11.4070 0.098
H -14.6949 13.4981 -10.6923 0.085
H -13.9142 19.5922 -10.1347 0.091
H -15.4219 19.4167 -9.3299 0.094
H -15.2549 19.0324 -11.0868 0.089
C -8.8695 10.7136 -14.9840 -0.085
O -7.7585 11.0841 -14.2639 -0.005
C -7.6459 10.7305 -12.9481 -0.659
O -8.3049 9.9309 -12.4640 0.196
O -6.7470 11.5200 -12.4032 0.014
C -6.2379 11.1969 -11.0598 -0.012
H -9.1628 11.4791 -15.7024 0.059
H -9.7656 10.4849 -14.4072 0.099
H -8.7083 9.8492 -15.6283 0.101
H -5.5762 10.3333 -11.1261 0.092
H -6.9928 11.0257 -10.2923 0.091
H -5.6395 12.0113 -10.6516 0.084
C -8.4254 13.5064 -17.5854 -0.055
O -8.7520 14.5124 -16.6272 -0.031
C -9.6413 15.5041 -16.8870 -0.482
O -10.3605 15.5723 -17.8709 0.128
O -9.5878 16.5130 -15.8968 -0.024
C -8.5305 16.5683 -14.9920 -0.114
H -7.5480 12.9779 -17.2127 0.089
H -8.0282 13.8841 -18.5276 0.093
H -9.1546 12.7183 -17.7731 0.077
H -8.6932 17.2726 -14.1762 0.089
H -7.5525 16.7860 -15.4211 0.090
H -8.2985 15.6812 -14.4027 0.086
C -12.6212 15.4126 -14.2381 -0.047
O -13.8902 15.6411 -14.8353 -0.045
C -13.9848 15.9556 -16.1892 -0.437
O -13.0454 16.0717 -16.9942 0.117
O -15.2951 16.2740 -16.4919 0.003
C -16.3553 15.9828 -15.6946 -0.099
H -12.0147 16.2629 -14.5500 0.092
H -12.2039 14.4425 -14.5080 0.092
H -12.4773 15.4787 -13.1597 0.083
H -16.3807 14.9859 -15.2546 0.080
H -17.3194 16.0679 -16.1961 0.100
H -16.3931 16.6282 -14.8171 0.095